DFT (ωB97M-V/def2-TZVPD) results for a structure of composition C32H27GaGeIN2O2.

Each line ends with the Löwdin spin population.
Cartesian coordinates (Å):
I1 -0.621 -12.138 14.193  0.01
Ge1 -0.621 -8.481 12.971  0.00
Ga1 -2.271 -10.147 13.483  0.01
O1 -7.089 -11.226 16.959  0.01
O2 -3.910 -10.318 12.508  0.19
N1 -3.113 -10.477 15.260  0.00
N2 -7.435 -9.853 12.622  -0.01
C1 -0.715 -6.342 10.925  0.00
C2 -1.633 -4.221 14.983  0.00
C3 1.979 -9.107 14.477  0.00
C4 -0.674 -7.729 11.102  0.00
C5 -2.241 -9.667 17.374  0.00
C6 -0.842 -8.487 9.934  0.00
C7 -7.619 -9.577 13.904  0.20
C8 -1.445 -6.496 8.614  0.00
C9 -1.202 -5.737 9.747  0.00
C10 3.189 -10.236 12.177  0.00
C11 3.277 -9.579 14.510  0.00
C12 1.266 -9.168 13.296  0.00
C13 3.829 -10.201 13.399  0.00
C14 -6.717 -9.955 14.913  0.12
C15 -5.097 -10.398 13.093  0.15
C16 -0.073 -11.368 17.139  0.00
C17 -2.181 -10.479 16.264  0.00
C18 -0.983 -6.744 13.903  0.00
C19 -5.387 -10.264 14.500  0.03
C20 -0.977 -11.188 16.076  0.00
C21 -2.102 -6.079 13.572  0.00
C22 1.859 -9.810 12.180  0.00
C23 -1.299 -9.729 18.389  0.00
C24 -0.273 -10.598 18.250  0.00
C25 -4.403 -10.463 15.534  -0.01
C26 -6.300 -10.388 12.240  0.19
C27 -7.146 -9.915 16.338  0.01
C28 -0.551 -4.942 15.493  0.00
C29 -2.361 -4.775 13.963  0.00
C30 -1.313 -7.875 8.740  0.00
C31 -0.245 -6.183 14.943  0.00
C32 -6.284 -10.651 10.783  0.04
H1 -0.360 -5.735 11.721  0.00
H2 -5.337 -10.942 10.304  0.00
H3 0.655 -6.693 15.350  0.00
H4 -1.914 -3.274 15.475  0.00
H5 -4.800 -10.770 16.504  0.00
H6 0.043 -4.516 16.292  0.00
H7 -7.678 -11.224 17.740  0.00
H8 0.816 -11.941 16.911  0.00
H9 -1.860 -6.060 7.708  0.00
H10 -6.706 -9.744 10.275  0.02
H11 -1.291 -4.686 9.757  0.00
H12 -0.771 -9.517 10.000  0.00
H13 -3.198 -4.248 13.447  0.00
H14 -2.977 -8.898 17.411  0.00
H15 -1.476 -9.115 19.253  0.00
H16 4.853 -10.561 13.372  0.00
H17 -6.589 -9.254 16.987  0.00
H18 3.821 -9.622 15.473  0.00
H19 -1.467 -8.470 7.849  0.00
H20 -8.171 -9.516 16.397  0.00
H21 -8.538 -9.083 14.157  0.01
H22 0.359 -10.734 19.134  0.00
H23 -7.068 -11.332 10.432  0.01
H24 1.520 -8.662 15.447  0.00
H25 -2.758 -6.526 12.804  0.00
H26 1.222 -9.856 11.301  0.00
H27 3.641 -10.759 11.282  0.00

Charge: +2
DFT total energy in eV: -157672.004
Highest occupied orbital energy (alpha / beta) in eV: -13.14 / -13.14
2S+1: 2
LUMO energy (alpha / beta) in eV: -7.83 / -9.84

***

DFT (ωB97M-V/def2-TZVPD) results for a structure of composition C32H27ILiN5O8S.

Each line ends with the Mulliken charge.
Cartesian coordinates (Å):
I1 3.058 3.287 0.663  -0.76
S1 2.077 -3.977 2.144  1.31
O1 -0.356 2.173 -2.322  -0.75
O2 -2.124 4.473 3.921  -0.64
O3 -4.195 4.282 3.389  -0.67
O4 2.082 -0.789 -1.576  -0.72
O5 -2.456 2.546 -3.036  -0.80
O6 2.745 -2.235 -3.166  -0.84
O7 1.476 -4.686 3.247  -0.77
O8 3.200 -4.548 1.457  -0.70
N1 -3.004 4.230 3.116  1.04
N2 -1.382 -0.470 -1.903  0.30
N3 0.332 -0.252 -3.924  0.34
N4 0.862 -3.757 1.070  -0.34
N5 -0.246 0.375 0.338  1.45
C1 -1.916 3.087 -0.798  0.34
C2 -1.512 -0.038 0.433  0.55
C3 2.571 -2.383 2.729  0.24
C4 2.288 -1.943 -2.049  0.51
C5 -2.192 -0.288 -0.869  0.73
C6 -3.625 3.576 0.834  -0.53
C7 -4.107 -0.422 -2.278  -0.79
C8 -2.152 -0.203 1.655  -1.07
C9 0.418 0.658 1.452  -0.92
C10 -1.166 -1.362 -5.416  -0.89
C11 -1.276 3.781 1.421  -0.27
C12 -3.577 -0.263 -1.011  -1.44
C13 -3.257 -0.588 -3.357  -1.03
C14 -0.875 -0.739 -4.208  -0.04
C15 -1.539 2.563 -2.192  0.26
C16 1.100 -0.984 -6.058  -0.80
C17 2.655 -0.770 4.495  -0.57
C18 -1.888 -0.604 -3.123  1.26
C19 3.632 -0.264 2.366  -0.64
C20 -0.155 -1.478 -6.358  -0.45
C21 1.300 -0.390 -4.817  -0.24
C22 0.958 -2.775 -0.041  0.25
C23 3.264 -1.511 1.893  -0.31
C24 2.256 -2.014 4.028  -0.49
C25 -1.452 0.093 2.816  -1.16
C26 -0.147 0.538 2.716  -0.35
C27 1.973 -3.132 -1.110  -0.78
C28 3.341 0.121 3.676  0.63
C29 -3.260 3.201 -0.445  -0.56
C30 -2.620 3.854 1.752  0.00
C31 -0.932 3.390 0.135  0.00
C32 3.754 1.479 4.168  -1.44
Li1 0.642 0.513 -1.788  1.01
H1 -3.174 -0.555 1.701  0.49
H2 0.012 -3.636 1.608  0.43
H3 0.437 0.791 3.590  0.62
H4 1.175 -1.774 0.328  -0.26
H5 1.713 -2.705 4.659  0.47
H6 -0.347 -1.965 -7.306  0.38
H7 1.652 -3.981 -1.713  0.36
H8 -4.218 -0.068 -0.162  0.35
H9 4.112 0.445 1.700  0.51
H10 2.274 -0.027 -4.518  0.41
H11 -0.045 -2.740 -0.471  0.37
H12 0.114 3.295 -0.135  0.23
H13 3.542 2.238 3.411  0.15
H14 -2.149 -1.772 -5.607  0.36
H15 2.914 -3.431 -0.643  0.22
H16 -4.000 2.973 -1.201  0.50
H17 -5.178 -0.368 -2.431  0.36
H18 -1.927 -0.019 3.783  0.45
H19 1.926 -1.079 -6.750  0.37
H20 2.414 -0.480 5.513  0.31
H21 1.429 1.030 1.323  0.18
H22 -3.647 -0.639 -4.363  0.38
H23 3.240 1.737 5.096  0.32
H24 3.500 -1.786 0.873  0.29
H25 -0.512 4.003 2.152  0.44
H26 4.830 1.505 4.359  0.37
H27 -4.660 3.651 1.136  0.46

Charge: -2
DFT total energy in eV: -76598.840
Highest occupied orbital energy in eV: -2.30
LUMO energy in eV: 3.88

***

DFT (ωB97M-V/def2-TZVPD) results for a structure of composition C32H27N6P2PdSSe2.

Each line ends with the Mulliken charge.
Cartesian coordinates (Å):
Pd1 3.303 0.699 1.042  0.07
Se1 -1.238 -4.528 -0.895  -0.33
Se2 1.506 2.320 1.433  -0.33
S1 4.844 -0.507 -0.276  -0.33
P1 -1.197 -2.449 -1.030  0.03
P2 0.135 1.281 0.065  0.14
N1 5.736 0.467 2.034  -0.56
N2 2.119 -1.891 0.843  -0.53
N3 1.104 -2.568 0.388  -0.70
N4 1.865 -0.599 0.722  0.88
N5 2.979 0.019 3.913  -0.10
N6 5.140 -1.804 2.027  -0.01
C1 -0.877 1.859 -2.467  0.14
C2 2.296 0.154 4.825  0.31
C3 -3.418 -2.225 0.594  -0.36
C4 6.104 0.315 3.294  -0.07
C5 -4.639 -1.707 0.995  -0.97
C6 1.509 2.108 -2.164  -0.58
C7 -2.011 0.687 1.682  -0.27
C8 -1.505 1.555 0.717  0.58
C9 -0.892 -1.806 -2.699  0.48
C10 1.409 0.338 5.965  -0.98
C11 -5.198 -0.633 0.316  -0.51
C12 -4.534 -0.073 -0.765  -1.04
C13 0.557 -0.943 -4.417  -0.55
C14 0.519 2.475 -4.321  -0.64
C15 5.284 -0.616 1.362  0.68
C16 0.350 -1.321 -3.098  -0.39
C17 -1.716 -1.524 -4.944  -0.76
C18 -3.861 2.182 2.018  -0.54
C19 -2.169 2.741 0.410  -0.19
C20 0.633 -0.427 0.184  -0.45
C21 -1.921 -1.917 -3.633  -0.20
C22 -0.475 -1.036 -5.337  -0.66
C23 -0.737 2.191 -3.805  -0.87
C24 0.248 1.818 -1.646  0.78
C25 5.534 -1.964 3.300  -0.07
C26 -3.354 3.046 1.060  -0.90
C27 -3.191 1.005 2.328  -0.77
C28 -2.743 -1.662 -0.487  0.34
C29 1.640 2.433 -3.504  -0.82
C30 -3.310 -0.588 -1.167  0.36
C31 6.092 -0.913 3.964  -0.62
C32 0.164 -1.717 -0.064  0.91
H1 -3.876 3.964 0.823  0.46
H2 4.616 -2.526 1.541  0.27
H3 5.373 -2.940 3.736  0.43
H4 0.687 -0.475 6.006  0.29
H5 -3.000 -3.096 1.084  0.41
H6 1.170 -1.259 -2.394  0.45
H7 2.617 2.666 -3.907  0.46
H8 0.875 1.282 5.865  0.28
H9 -6.160 -0.242 0.620  0.46
H10 -4.786 2.424 2.525  0.47
H11 -2.819 -0.188 -2.045  0.36
H12 1.529 -0.580 -4.723  0.47
H13 -1.487 -0.230 1.922  0.42
H14 0.624 2.735 -5.366  0.43
H15 -1.858 1.649 -2.060  0.36
H16 -1.609 2.227 -4.443  0.45
H17 -0.312 -0.741 -6.366  0.45
H18 6.437 -1.010 4.980  0.42
H19 -3.595 0.327 3.068  0.46
H20 6.428 1.215 3.804  0.44
H21 1.984 0.350 6.889  0.33
H22 2.377 2.099 -1.516  0.41
H23 -4.977 0.751 -1.309  0.47
H24 -2.518 -1.614 -5.664  0.44
H25 -1.760 3.428 -0.321  0.54
H26 -2.878 -2.329 -3.334  0.51
H27 -5.167 -2.159 1.824  0.47

Charge: +1
DFT total energy in eV: -206142.776
Highest occupied orbital energy (alpha / beta) in eV: -9.80 / -9.80
LUMO energy (alpha / beta) in eV: -4.40 / -4.40

***

DFT (ωB97M-V/def2-TZVPD) results for a structure of composition C32H28BrHgN2O3S2.

Each line ends with the Löwdin spin population.
Cartesian coordinates (Å):
Hg1 -0.321 -0.197 -0.163  0.00
Br1 6.650 -3.122 0.216  0.00
S1 -1.831 1.159 -3.739  0.00
S2 -1.807 -3.541 -1.261  0.00
O1 -1.616 0.713 -2.325  0.00
O2 1.374 -0.622 -1.297  0.02
O3 -1.588 -2.396 -0.321  0.00
N1 0.929 -0.523 1.767  0.00
N2 -1.608 0.510 1.359  0.06
C1 2.194 -5.658 -1.651  0.00
C2 4.131 -1.928 0.789  0.03
C3 -0.176 0.067 5.254  0.02
C4 -2.040 -0.323 -4.766  0.00
C5 2.118 1.821 -4.318  0.00
C6 2.877 -1.338 0.535  0.01
C7 -2.837 1.014 1.122  0.14
C8 -3.216 1.267 3.459  0.16
C9 -0.933 -1.373 -4.756  0.00
C10 0.822 -3.961 -0.644  0.00
C11 0.918 2.893 -6.109  0.00
C12 -1.443 0.589 5.043  0.14
C13 4.635 -2.118 -1.544  0.03
C14 -0.694 -2.106 -3.432  0.00
C15 3.416 -1.542 -1.824  0.00
C16 -1.123 0.357 2.622  -0.02
C17 2.503 -1.144 -0.830  0.03
C18 4.985 -2.315 -0.215  0.00
C19 -1.928 -2.833 -2.926  0.00
C20 -0.112 -5.453 -2.302  0.00
C21 2.117 2.571 -5.485  0.00
C22 -1.939 0.743 3.734  0.00
C23 2.130 -1.000 1.743  0.13
C24 -0.238 -4.381 -1.427  0.00
C25 -3.662 1.403 2.153  0.03
C26 1.114 -6.087 -2.416  0.00
C27 0.630 -0.311 4.200  0.13
C28 0.189 -0.178 2.865  0.07
C29 -0.263 1.698 -4.404  0.00
C30 0.923 1.377 -3.766  0.00
C31 -0.281 2.463 -5.563  0.00
C32 2.048 -4.603 -0.765  0.00
H1 -2.069 0.883 5.875  0.01
H2 0.684 -3.142 0.049  0.00
H3 -2.790 -2.170 -2.819  0.00
H4 0.107 -2.832 -3.589  0.00
H5 5.302 -2.417 -2.341  0.00
H6 3.052 2.915 -5.907  0.00
H7 0.928 0.782 -2.862  0.00
H8 -0.329 -1.412 -2.678  0.00
H9 3.151 -6.154 -1.745  0.00
H10 0.192 -0.048 6.266  0.00
H11 -1.184 -2.101 -5.534  0.00
H12 -1.224 2.731 -6.028  0.00
H13 3.051 1.574 -3.827  0.00
H14 2.887 -4.265 -0.170  0.00
H15 2.669 -1.183 2.674  0.01
H16 -3.005 -0.727 -4.454  0.00
H17 -2.176 0.086 -5.771  0.00
H18 0.004 -0.906 -5.066  0.00
H19 -2.221 -3.661 -3.579  0.00
H20 1.612 -0.714 4.401  0.01
H21 3.107 -1.390 -2.851  0.00
H22 -4.639 1.806 1.930  0.00
H23 -3.126 1.097 0.084  0.01
H24 4.424 -2.080 1.820  0.00
H25 1.227 -6.919 -3.098  0.00
H26 0.917 3.490 -7.012  0.00
H27 -3.846 1.564 4.289  0.01
H28 -0.959 -5.791 -2.890  0.00

Charge: 0
DFT total energy in eV: -138646.883
Highest occupied orbital energy (alpha / beta) in eV: -4.65 / -7.17
2S+1: 2
LUMO energy (alpha / beta) in eV: 0.13 / 0.15

***

DFT (ωB97M-V/def2-TZVPD) results for a structure of composition C32H28Cl2FN2O6P2Pt.

Each line ends with the Mulliken charge.
Cartesian coordinates (Å):
Pt1 -0.781 -2.366 -1.031  1.58
Cl1 -2.174 -3.750 -3.053  -0.05
Cl2 -3.548 -1.898 -1.258  -0.06
P1 -0.107 0.586 -2.111  1.60
P2 -0.448 0.495 0.977  0.35
F1 1.109 -3.042 5.084  -0.31
O1 -0.291 -0.996 0.875  0.26
O2 -0.455 -0.875 -2.373  -0.88
O3 -1.638 -2.710 4.751  -0.58
O4 -1.279 -3.793 0.361  -0.75
O5 2.903 -2.606 0.187  -0.65
O6 1.304 -2.889 -1.358  -0.86
N1 0.599 -3.952 1.651  0.22
N2 -1.425 -3.356 2.577  0.11
C1 -0.923 -3.089 3.861  0.18
C2 1.222 -3.699 2.858  -0.07
C3 1.105 2.575 1.966  -0.76
C4 -0.472 2.966 -5.387  -0.77
C5 -2.132 1.486 -3.725  -0.55
C6 -2.758 1.852 1.869  -0.42
C7 3.900 0.155 -1.857  -0.57
C8 3.462 1.115 1.766  -0.58
C9 1.932 -3.182 -0.277  0.86
C10 -0.962 1.215 -0.627  -1.59
C11 -1.634 0.379 3.409  -0.62
C12 -1.836 2.926 -5.621  -0.49
C13 2.263 0.532 1.382  -0.14
C14 -3.705 2.135 2.843  -0.71
C15 -1.720 0.967 2.148  0.34
C16 2.056 2.225 -1.648  -0.19
C17 2.307 3.150 2.343  -0.75
C18 -0.758 1.536 -3.478  0.47
C19 -3.741 -3.148 -2.520  -0.35
C20 1.386 -4.406 0.496  -1.16
C21 1.086 1.268 1.483  0.54
C22 3.483 2.417 2.243  -0.65
C23 -3.623 1.532 4.089  -0.54
C24 4.324 1.446 -1.601  -0.63
C25 3.402 2.485 -1.494  -0.78
C26 0.522 -3.296 3.924  0.30
C27 2.547 -0.117 -2.022  -0.79
C28 0.072 2.272 -4.316  -0.31
C29 1.629 0.920 -1.916  0.57
C30 -2.669 2.181 -4.792  -0.75
C31 -0.706 -3.692 1.484  0.42
C32 -2.588 0.650 4.373  -0.71
H1 -4.510 2.826 2.626  0.44
H2 4.421 2.865 2.545  0.43
H3 -2.781 0.885 -3.096  0.28
H4 2.213 -4.997 0.881  0.52
H5 -2.027 1.015 -0.774  0.71
H6 0.175 3.536 -6.040  0.43
H7 0.183 3.137 2.073  0.46
H8 -2.400 -3.139 2.424  0.29
H9 -4.250 -2.692 -3.360  0.37
H10 -4.367 1.750 4.843  0.41
H11 5.379 1.653 -1.474  0.43
H12 1.343 3.039 -1.567  0.44
H13 2.293 -3.837 2.878  0.45
H14 -0.819 -0.297 3.640  0.48
H15 3.737 3.492 -1.286  0.47
H16 2.248 -0.481 0.998  0.23
H17 2.328 4.161 2.726  0.45
H18 1.140 2.299 -4.141  0.41
H19 2.210 -1.131 -2.190  0.48
H20 4.379 0.546 1.689  0.54
H21 -2.523 0.168 5.339  0.48
H22 0.744 -5.026 -0.122  0.32
H23 4.614 -0.655 -1.919  0.41
H24 -0.834 2.301 -0.600  0.71
H25 -4.306 -3.963 -2.085  0.37
H26 -2.256 3.470 -6.456  0.40
H27 -3.733 2.142 -4.984  0.43
H28 -2.842 2.328 0.900  0.39

Charge: +1
DFT total energy in eV: -98487.481
Highest occupied orbital energy (alpha / beta) in eV: -11.03 / -11.19
LUMO energy (alpha / beta) in eV: -3.45 / -3.35

***

DFT (ωB97M-V/def2-TZVPD) results for a structure of composition C32H28Cl3N3O7PSiW.

Each line ends with the Mulliken charge.
Cartesian coordinates (Å):
W1 -1.190 -0.525 0.064  2.47
Cl1 -0.199 -0.122 -4.179  -0.42
Cl2 -5.337 -1.319 -1.066  -0.60
Cl3 -1.534 -2.274 -2.057  -0.31
P1 2.322 -0.626 -0.243  0.20
Si1 -1.189 -0.178 -2.373  0.10
O1 0.637 -3.015 2.664  -0.76
O2 -0.818 -2.310 1.112  -0.84
O3 -3.043 -1.422 0.529  -0.61
O4 -4.131 1.537 1.370  -0.57
O5 -0.578 1.415 0.372  -0.60
O6 -0.283 3.210 1.660  -0.78
O7 -2.690 0.548 -2.843  -0.46
N1 0.819 -0.732 -0.165  1.74
N2 -3.025 0.909 -0.586  0.52
N3 -1.394 -0.135 2.275  -0.18
C1 -5.381 2.048 -3.177  -0.40
C2 2.915 -4.453 -1.439  -0.69
C3 -0.667 2.071 1.488  0.35
C4 -1.369 1.302 2.595  -0.71
C5 -3.386 1.001 -1.845  0.15
C6 -5.097 2.047 -0.783  0.28
C7 -6.283 2.711 -0.575  -0.41
C8 2.255 2.627 -2.657  -0.79
C9 2.827 0.573 -1.525  0.49
C10 3.768 1.211 1.377  -0.34
C11 5.088 -3.609 -0.840  -0.74
C12 3.354 2.476 -3.493  -0.60
C13 -3.565 -1.421 1.861  -0.67
C14 -7.026 3.051 -1.702  -0.51
C15 -4.076 1.499 0.168  -0.44
C16 2.345 -3.232 -1.104  -0.40
C17 3.891 -0.535 3.529  -0.79
C18 3.925 0.427 -2.368  -0.80
C19 3.245 -0.073 1.247  0.22
C20 4.412 0.748 3.648  -0.50
C21 4.347 1.620 2.573  -0.73
C22 3.312 -0.944 2.338  -0.16
C23 -4.659 1.724 -2.050  -0.01
C24 1.988 1.677 -1.682  -0.44
C25 4.519 -2.391 -0.500  -0.61
C26 -6.582 2.724 -2.981  -0.57
C27 -0.059 -2.158 2.157  0.80
C28 -2.562 -0.859 2.877  -0.93
C29 4.284 -4.639 -1.314  -0.48
C30 4.185 1.375 -3.349  -0.58
C31 3.147 -2.195 -0.644  0.43
C32 -0.141 -0.762 2.755  -0.54
H1 5.139 -1.594 -0.106  0.47
H2 0.707 -0.179 2.395  0.09
H3 4.860 1.068 4.581  0.37
H4 -3.077 -0.181 3.557  0.65
H5 1.597 3.480 -2.768  0.45
H6 3.558 3.213 -4.260  0.35
H7 -3.894 -1.364 -0.096  0.00
H8 1.275 -3.071 -1.171  0.19
H9 -2.162 -1.676 3.474  0.45
H10 5.035 1.247 -4.009  0.40
H11 -7.968 3.571 -1.587  0.40
H12 -6.622 2.946 0.425  0.50
H13 -7.188 2.992 -3.837  0.39
H14 1.118 1.775 -1.038  0.55
H15 -5.040 1.773 -4.166  0.52
H16 3.929 -1.220 4.367  0.43
H17 -0.875 1.482 3.552  0.45
H18 6.155 -3.759 -0.726  0.40
H19 -4.477 -0.827 1.848  0.31
H20 4.727 -5.593 -1.574  0.37
H21 4.571 -0.437 -2.279  0.35
H22 -3.825 -2.445 2.131  0.45
H23 2.884 -1.937 2.266  0.48
H24 -2.388 1.673 2.638  0.59
H25 -0.112 -0.805 3.849  0.43
H26 2.287 -5.262 -1.790  0.42
H27 4.744 2.624 2.662  0.40
H28 3.717 1.903 0.546  0.39

Charge: -1
DFT total energy in eV: -109009.944
Highest occupied orbital energy in eV: -3.71
LUMO energy in eV: 1.59

***

What is the formula in the fifth record?
C32H28Cl2FN2O6P2Pt

***

The lowest charge belongs to which entry?
C32H27ILiN5O8S